# 1
# C16H19N3O5S

A 2-piece molecular cluster, C16H19N3O5S overall in a non-equilibrium geometry (ωB97M-V with the def2-TZVPD basis set, the Open Molecules 2025 dataset).

Calculated values
- ΔE to the lowest compared entry with this formula, charge and spin (eV) = 3.062
- gap between HOMO and LUMO (eV) = 6.61
- net charge = 0
- 2S+1 = 1
- highest occupied orbital energy (eV) = -8.05
- SMILES string = CNC(=O)[C@H](Cc1ccc(O)cc1)NC(C)=O.O=[N+]([O-])c1cccs1

Element x y z (Å)
O -3.62 -1.09 -0.39
O 0.30 -3.25 -0.39
O 0.68 1.78 -2.19
O 0.05 2.91 -0.43
O 3.36 -1.71 4.62
S 1.51 5.41 -0.99
C -2.98 -0.56 -1.29
C -0.72 -2.60 -0.19
C 2.58 6.12 -2.19
C 2.86 5.25 -3.22
C 2.20 3.97 -3.06
C 1.43 3.90 -1.91
C 2.60 -0.41 2.75
C 1.11 -1.99 3.86
C 1.57 -0.07 1.85
C 0.08 -1.65 2.97
C 2.37 -1.37 3.75
C 0.31 -0.68 1.96
N -1.87 -3.19 0.15
N -1.64 -0.50 -1.32
N 0.68 2.80 -1.49
C -3.70 0.08 -2.45
C -2.04 -4.62 0.37
C -0.79 -0.33 0.99
C -0.69 -1.07 -0.36
H 4.19 -1.29 4.39
H 2.97 7.13 -2.11
H 3.50 5.50 -4.06
H 2.30 3.15 -3.77
H 3.57 0.06 2.66
H 0.95 -2.73 4.63
H 1.74 0.67 1.08
H -0.89 -2.13 3.04
H -2.68 -2.58 0.24
H -1.24 -0.01 -2.11
H -3.33 -0.34 -3.39
H -4.76 -0.12 -2.36
H -3.52 1.15 -2.43
H -1.92 -5.16 -0.57
H -1.28 -4.98 1.08
H -3.03 -4.82 0.78
H -0.76 0.75 0.81
H -1.76 -0.54 1.44
H 0.31 -0.84 -0.75

=====

# 2
# C26H48Cl3LuN6O3Si

C26H48Cl3LuN6O3Si as an isolated structure in a non-equilibrium geometry (ωB97M-V with the def2-TZVPD basis set, the Open Molecules 2025 dataset).

Calculated values
- ΔE to the lowest compared entry with this formula, charge and spin (eV) = 5.841
- gap between HOMO and LUMO (eV) = 7.59
- net charge = 0
- 2S+1 = 1
- highest occupied orbital energy (eV) = -7.47

Element x y z (Å)
C 0.03 0.52 -6.32
C -0.61 -0.37 -5.31
H -0.71 0.68 -7.14
H 0.90 0.10 -6.80
H 0.29 1.51 -5.92
C -1.11 -1.60 -5.48
C -0.83 -2.42 -6.70
H -2.02 -1.81 -4.92
H 0.16 -2.90 -6.61
H -0.86 -1.77 -7.58
H -1.57 -3.24 -6.76
Lu 1.17 0.32 1.73
Cl 0.47 2.82 1.71
Cl 3.59 0.16 2.08
C -1.92 0.22 1.60
O -0.89 -0.42 1.98
N -3.13 -0.31 1.64
C -3.30 -1.70 2.08
C -4.34 0.52 1.52
H -1.82 1.22 1.17
H -2.32 -2.14 2.28
H -3.79 -2.28 1.29
H -3.92 -1.77 2.99
H -3.99 1.54 1.30
H -4.92 0.52 2.46
H -4.96 0.17 0.69
H 2.63 -2.23 -2.29
H -0.02 -3.88 -2.88
C 2.44 -3.10 -1.66
C 0.24 -4.15 -1.86
N 1.06 -3.11 -1.23
H 3.14 -3.11 -0.83
C 0.61 -2.35 -0.23
O 1.34 -1.70 0.56
H -0.67 -4.32 -1.31
H -0.49 -2.30 -0.15
H 2.60 -3.99 -2.28
H 0.81 -5.07 -1.88
O 0.60 0.26 -3.42
C -0.70 0.26 -3.95
C -1.82 -1.62 -2.56
C -1.85 -0.30 -2.98
H -0.90 -2.14 -2.81
C -2.89 -2.16 -1.85
H -1.04 1.22 -4.27
C -3.01 0.44 -2.80
H -2.89 -3.21 -1.63
C -4.03 -1.41 -1.58
C -4.06 -0.08 -2.03
H -3.00 1.48 -3.17
H -4.96 -1.84 -1.19
H -4.92 0.58 -1.86
Si 2.18 1.20 -2.28
Cl 0.34 0.72 -0.56
C 3.61 -0.03 -2.23
C 2.88 2.46 -0.90
C 1.71 2.14 -3.77
H 3.31 -1.06 -2.06
H 4.30 0.19 -1.40
H 4.17 0.00 -3.17
H 1.78 1.53 -4.69
H 2.40 2.99 -3.88
H 0.69 2.54 -3.68
H 2.10 3.09 -0.47
H 3.65 3.09 -1.37
H 3.35 1.90 -0.07
C -0.19 1.78 4.68
N 1.14 1.20 4.27
C 1.45 0.13 5.32
N 1.47 0.70 6.68
C 0.17 1.36 7.01
N -0.14 2.38 6.01
C 0.88 3.42 6.08
N 2.23 2.85 5.77
C 2.22 2.27 4.42
C 2.48 1.77 6.78
H -0.93 0.97 4.68
H -0.47 2.55 3.95
H 2.40 -0.34 5.04
H 0.65 -0.63 5.27
H 0.29 1.90 7.96
H -0.62 0.62 7.07
H 0.69 4.24 5.37
H 0.92 3.79 7.11
H 3.20 1.82 4.20
H 2.01 3.06 3.69
H 2.37 2.25 7.77
H 3.50 1.35 6.63

=====

# 3
# C20H43IrOP3S

C20H43IrOP3S as an isolated structure in a non-equilibrium geometry (ωB97M-V with the def2-TZVPD basis set, the Open Molecules 2025 dataset).

Calculated values
- ΔE to the lowest compared entry with this formula, charge and spin (eV) = 0.031
- gap between HOMO and LUMO (alpha / beta) (eV) = 5.22 / 4.21
- net charge = +4
- 2S+1 = 6
- expectation value of S² = 8.79
- highest occupied orbital energy (alpha / beta) (eV) = -17.30 / -20.27

Element x y z (Å)
Ir -0.91 0.04 -1.45
P -1.31 -2.09 -1.15
P 2.85 -0.87 -0.48
P -1.87 0.84 0.30
H 2.69 2.88 0.49
C 1.99 3.01 1.33
C 1.78 2.06 2.25
H 2.25 1.07 2.19
C -1.76 -2.83 -2.75
C 0.07 -3.08 -0.49
C -2.69 -2.58 -0.04
C 3.78 0.65 -0.69
C 3.61 -1.86 0.82
C 2.96 -1.80 -2.02
C -1.47 2.59 0.60
C -1.52 0.02 1.88
C -3.70 0.80 0.14
H 1.48 3.97 1.38
H 1.15 2.24 3.13
H -2.48 -3.63 -2.57
H -0.85 -3.23 -3.22
H -2.21 -2.06 -3.40
H -0.22 -4.14 -0.52
H 0.27 -2.79 0.56
H 0.97 -2.93 -1.10
H -3.01 -3.58 -0.37
H -3.54 -1.88 -0.12
H -2.33 -2.62 1.00
H 4.74 0.43 -1.18
H 3.96 1.13 0.29
H 3.20 1.34 -1.32
H 4.02 -2.78 0.39
H 2.85 -2.12 1.58
H 4.42 -1.29 1.29
H 3.87 -1.49 -2.55
H 2.09 -1.58 -2.67
H 3.01 -2.88 -1.83
H -2.19 2.95 1.35
H -1.58 3.15 -0.33
H -0.45 2.68 0.98
H -1.26 0.82 2.59
H -0.68 -0.69 1.83
H -2.43 -0.50 2.21
H -4.03 1.77 -0.23
H -4.10 0.63 1.15
H -4.07 0.01 -0.54
C -2.06 2.22 -3.35
C -2.79 2.83 -4.41
C -2.53 4.15 -4.75
C -1.57 4.88 -4.04
C -0.81 4.27 -3.04
C -1.00 2.91 -2.76
S -2.53 0.63 -2.81
H 1.50 -0.57 -0.10
H -3.53 2.22 -4.92
H -3.09 4.61 -5.57
H -1.41 5.93 -4.28
H -0.06 4.84 -2.48
H -0.34 2.37 -2.07
C 0.88 -3.29 4.90
C 1.12 -2.13 3.98
C 1.77 -0.92 4.60
O 0.83 -2.15 2.78
H 0.43 -2.94 5.83
H 1.83 -3.77 5.13
H 0.21 -4.01 4.41
H 2.80 -0.82 4.21
H 1.22 -0.01 4.32
H 1.81 -1.00 5.69

=====

# 4
# C30H33Br2F3NO5S2

C30H33Br2F3NO5S2 as an isolated structure in a non-equilibrium geometry (ωB97M-V with the def2-TZVPD basis set, the Open Molecules 2025 dataset).

Calculated values
- gap between HOMO and LUMO (eV) = 8.16
- net charge = -1
- 2S+1 = 1
- highest occupied orbital energy (eV) = -6.05

Element x y z (Å)
C -3.61 0.03 2.31
O -2.69 1.06 2.59
C -2.00 1.54 1.50
S -3.02 2.57 0.38
O -2.37 3.85 0.43
O -4.35 2.53 0.91
N -2.87 2.04 -1.13
S -4.05 1.11 -1.68
O -5.18 1.86 -2.14
O -4.37 -0.03 -0.86
C -3.36 0.47 -3.23
C -3.25 -1.03 -3.35
C -1.99 -1.67 -2.81
F -1.25 -2.13 -3.86
Br -0.87 -0.41 -1.93
C -2.27 -2.91 -1.94
F -3.22 -2.68 -1.05
F -1.18 -3.30 -1.29
Br -2.82 -4.41 -3.04
H -4.60 0.41 2.40
H -3.46 -0.38 1.34
H -3.48 -0.75 3.04
H -1.60 0.73 0.90
H -1.18 2.11 1.86
H -4.10 0.80 -3.93
H -2.45 0.98 -3.47
H -3.23 -1.27 -4.40
H -4.11 -1.51 -2.94
C 1.09 2.28 -3.18
C 1.81 1.34 -3.89
C 2.96 1.71 -4.58
C 3.38 3.03 -4.56
C 2.65 3.98 -3.85
C 1.50 3.61 -3.17
H 0.19 1.99 -2.64
H 1.49 0.30 -3.90
H 3.52 0.97 -5.13
H 4.27 3.33 -5.10
H 2.97 5.01 -3.84
H 0.93 4.34 -2.62
C -5.98 -2.99 0.78
C -6.82 -3.02 1.88
C -7.52 -4.18 2.20
C -7.37 -5.31 1.42
C -6.52 -5.29 0.32
C -5.83 -4.13 0.00
H -5.44 -2.09 0.53
H -6.94 -2.14 2.49
H -8.18 -4.20 3.06
H -7.91 -6.22 1.66
H -6.40 -6.17 -0.30
H -5.18 -4.10 -0.86
C 2.36 0.93 4.27
C 1.79 0.94 3.01
C 2.47 1.50 1.94
C 3.74 2.03 2.13
C 4.32 2.01 3.38
C 3.63 1.46 4.46
H 1.83 0.50 5.11
H 0.80 0.52 2.86
H 2.02 1.51 0.96
H 4.27 2.45 1.29
H 5.31 2.42 3.53
H 4.08 1.45 5.44
C 7.14 0.00 2.44
C 8.36 -0.32 3.03
C 9.53 -0.27 2.27
C 9.47 0.11 0.94
C 8.25 0.42 0.35
C 7.09 0.36 1.11
H 6.23 -0.05 3.02
H 8.40 -0.60 4.07
H 10.48 -0.52 2.73
H 10.38 0.15 0.35
H 8.21 0.71 -0.69
H 6.14 0.60 0.65

=====

# 5
# C4H6O

An isolated molecule of C4H6O in a non-equilibrium geometry (ωB97M-V with the def2-TZVPD basis set, the Open Molecules 2025 dataset).

Calculated values
- ΔE to the lowest compared entry with this formula, charge and spin (eV) = 4.347
- gap between HOMO and LUMO (eV) = 9.60
- net charge = 0
- 2S+1 = 1
- highest occupied orbital energy (eV) = -8.93

Element x y z (Å)
C 0.13 -1.42 0.08
O -1.56 -0.21 0.02
C -1.04 1.02 -0.06
C 0.71 0.98 -0.06
C 0.97 -0.30 0.01
H 0.08 -1.93 1.05
H 0.07 -2.04 -0.81
H -1.22 1.68 0.82
H -1.23 1.57 -1.00
H 1.38 1.87 -0.12
H 1.72 -1.23 0.06

=====

# 6
# C4H4ClN3O7

An isolated molecule of C4H4ClN3O7 in a non-equilibrium geometry (ωB97M-V with the def2-TZVPD basis set, the Open Molecules 2025 dataset).

Calculated values
- ΔE to the lowest compared entry with this formula, charge and spin (eV) = 0.137
- gap between HOMO and LUMO (eV) = 10.82
- net charge = 0
- 2S+1 = 1
- highest occupied orbital energy (eV) = -11.83
- SMILES string = O=C(Cl)[C@@H]([C@H](C[N+](=O)[O-])[N+](=O)[O-])[N+](=O)[O-]

Element x y z (Å)
C -1.59 -1.21 -0.19
C 1.29 -0.78 0.40
C -1.12 0.11 0.38
C 0.37 0.37 0.01
N 2.40 -0.99 -0.55
N -1.96 1.08 -0.50
N 0.76 1.73 0.52
O -1.05 -1.77 -1.06
O 3.16 -1.87 -0.31
O 2.39 -0.38 -1.56
O -2.96 1.45 0.02
O -1.48 1.35 -1.55
O -0.19 2.51 0.61
O 1.83 1.91 0.98
Cl -3.08 -1.82 0.54
H 0.79 -1.72 0.60
H 1.68 -0.58 1.43
H -1.55 0.27 1.35
H 0.31 0.36 -1.09

=====

# 7
# C6H28NO6

A 7-piece molecular cluster, C6H28NO6 overall in a non-equilibrium geometry (ωB97M-V with the def2-TZVPD basis set, the Open Molecules 2025 dataset).

Calculated values
- ΔE to the lowest compared entry with this formula, charge and spin (eV) = 2.047
- gap between HOMO and LUMO (eV) = 11.16
- net charge = +1
- 2S+1 = 1
- highest occupied orbital energy (eV) = -13.87

Element x y z (Å)
C -0.80 0.48 2.42
C -0.18 -0.26 1.18
C -0.40 -1.76 1.08
C 0.67 -2.68 0.54
C 1.84 -2.29 1.39
C 0.75 -2.57 -1.08
N -0.73 0.40 -0.05
H -0.46 0.09 3.35
H -0.46 1.58 2.48
H -1.87 0.33 2.35
H 0.89 -0.09 0.92
H -1.39 -1.92 0.44
H -0.70 -2.09 2.15
H 0.50 -3.65 0.93
H 2.24 -1.24 1.33
H 2.81 -2.85 1.21
H 1.60 -2.49 2.39
H 0.87 -1.55 -1.45
H 1.67 -3.09 -1.47
H -0.09 -3.12 -1.59
H -0.41 1.45 -0.26
H -0.33 -0.01 -0.91
H -1.75 0.35 -0.10
H -2.85 2.96 -1.66
H -2.97 2.69 -0.12
O -2.42 2.46 -0.92
H 2.07 2.15 0.30
H 2.52 1.91 -1.19
O 1.72 1.79 -0.60
H -4.10 -1.04 -0.54
H -2.72 -1.64 -0.63
O -3.24 -0.98 -0.13
H -0.08 2.98 -2.69
H 1.21 2.23 -2.38
O 0.50 2.25 -3.02
H -0.13 0.73 -3.15
H 0.01 -0.73 -3.60
O -0.28 -0.30 -2.78
H 1.95 2.61 2.48
H 2.15 3.86 1.69
O 2.40 3.04 1.69

=====

# 8
# C3H10N2P

A 2-piece molecular cluster, C3H10N2P overall in a non-equilibrium geometry (ωB97M-V with the def2-TZVPD basis set, the Open Molecules 2025 dataset).

Calculated values
- ΔE to the lowest compared entry with this formula, charge and spin (eV) = 3.035
- gap between HOMO and LUMO (eV) = 8.96
- net charge = +1
- 2S+1 = 1
- highest occupied orbital energy (eV) = -13.55

Element x y z (Å)
C -1.14 -0.25 0.36
C -2.08 0.24 -0.60
C 2.95 -0.15 0.38
N -1.42 -0.68 1.57
N 0.07 -0.29 -0.14
P 1.59 -0.87 -0.27
H -2.92 0.91 -0.11
H -2.66 -0.67 -0.95
H -1.39 0.76 -1.27
H 2.93 0.83 0.87
H 3.88 -0.55 0.03
H 0.64 1.87 -1.68
H -2.39 -0.75 1.86
H -0.68 -0.96 2.25
H 0.81 2.30 -1.08
H 1.80 -1.74 -1.23

=====

- The highest 2S+1 belongs to which entry?
  C20H43IrOP3S

=====

- Which of these has the lowest net charge?
  C30H33Br2F3NO5S2

=====

Copy entry 6 word for word.
# C4H4ClN3O7

An isolated molecule of C4H4ClN3O7 in a non-equilibrium geometry (ωB97M-V with the def2-TZVPD basis set, the Open Molecules 2025 dataset).

Calculated values
- ΔE to the lowest compared entry with this formula, charge and spin (eV) = 0.137
- gap between HOMO and LUMO (eV) = 10.82
- net charge = 0
- 2S+1 = 1
- highest occupied orbital energy (eV) = -11.83
- SMILES string = O=C(Cl)[C@@H]([C@H](C[N+](=O)[O-])[N+](=O)[O-])[N+](=O)[O-]

Element x y z (Å)
C -1.59 -1.21 -0.19
C 1.29 -0.78 0.40
C -1.12 0.11 0.38
C 0.37 0.37 0.01
N 2.40 -0.99 -0.55
N -1.96 1.08 -0.50
N 0.76 1.73 0.52
O -1.05 -1.77 -1.06
O 3.16 -1.87 -0.31
O 2.39 -0.38 -1.56
O -2.96 1.45 0.02
O -1.48 1.35 -1.55
O -0.19 2.51 0.61
O 1.83 1.91 0.98
Cl -3.08 -1.82 0.54
H 0.79 -1.72 0.60
H 1.68 -0.58 1.43
H -1.55 0.27 1.35
H 0.31 0.36 -1.09